(1)
Below is a molecular structure, C18H42Br2N3ORuSi3, with properties calculated with wB97M-V/def2-TZVPD.

Cartesian coordinates (Å):
Ru -0.38664 0.76112 0.10696
Br -1.55182 3.18835 0.35421
C -0.63327 4.75318 -0.39528
Br 0.74662 4.35275 -1.63722
H -0.22108 5.28344 0.45272
H -1.41943 5.30813 -0.89040
C -4.52687 1.63702 -0.31578
O -3.30605 0.88466 -0.27388
Si -3.24288 -0.70883 0.22024
C -4.27935 -1.92512 -0.69793
C -3.73016 -0.78043 2.00929
C -1.40385 -0.99716 -0.24336
Si -0.58407 -1.77773 1.26538
C -0.64054 -0.28186 2.45210
C 1.19663 -2.32518 1.25209
C -1.50201 -3.33999 1.71335
Si -1.09218 -0.66992 -2.08564
C -0.42750 -2.25487 -2.79148
C -2.52926 -0.07443 -3.09080
C 0.15454 0.76015 -2.32278
H -5.26402 1.13037 -0.94047
H -4.31216 2.60815 -0.75621
H -4.93291 1.77911 0.68723
H -5.33037 -1.62553 -0.63838
H -4.20437 -2.88899 -0.18630
H -4.03199 -2.08182 -1.74324
H -4.78669 -1.05828 2.06104
H -3.62371 0.18528 2.50695
H -3.19372 -1.52351 2.59763
H -1.27179 0.59080 2.18957
H 0.36235 0.07380 2.69380
H -1.08494 -0.61707 3.39315
H 1.92420 -1.52863 1.37109
H 1.45958 -2.93357 0.38355
H 1.29248 -2.98044 2.12411
H -2.48085 -3.43649 1.24515
H -1.64322 -3.42747 2.79469
H -0.89684 -4.19226 1.39775
H -1.15394 -3.05722 -2.64857
H 0.50706 -2.57119 -2.31636
H -0.23710 -2.17226 -3.86555
H -3.38566 -0.74231 -3.12041
H -2.16174 0.02475 -4.11717
H -2.87680 0.90519 -2.76113
H 1.07125 0.33291 -2.71753
H 0.50223 1.53847 -1.62209
H -0.35546 1.34756 -3.08641
C 4.82384 -1.12302 -0.40397
C 3.65809 -1.26128 -1.35558
N 2.53029 -0.47535 -0.84337
C 2.60702 0.51376 0.04891
N 1.45720 1.05089 0.53761
C 1.54523 2.13665 1.54706
C 2.82614 2.06161 2.34938
C 3.97674 2.05680 1.37462
N 3.81179 0.94118 0.44092
C 5.03922 0.34648 -0.11643
H 5.72192 -1.55851 -0.83767
H 4.60936 -1.64919 0.52865
H 3.33219 -2.29704 -1.43897
H 3.92136 -0.90972 -2.35494
H 1.60841 -0.83758 -1.01546
H 0.68143 2.05492 2.20670
H 1.48218 3.10204 1.03997
H 2.84490 1.15840 2.96314
H 2.89557 2.92344 3.01168
H 4.92779 1.91602 1.88307
H 4.03200 2.99979 0.82369
H 5.82451 0.48742 0.62250
H 5.33116 0.88964 -1.01920

Values from the calculation:
Energy relative to the best compared isomer or geometry (same formula, charge and spin) = 9.4 kcal per mole
Orbital gap (spin up / spin down) = 7.46 / 7.36 eV
Charge = +2
E_LUMO (spin up / spin down) = -7.15 / -7.29 eV
2S+1 = 2


(2)
Below is 11 unconnected molecules or ions with the total composition C54H137N11O11, with properties calculated with wB97M-V/def2-TZVPD.

Cartesian coordinates (Å):
C -6.76206 36.96551 -19.62713
C -5.75672 38.10830 -19.37475
C -5.60227 38.86420 -20.74063
O -5.07358 38.09691 -21.86788
C -3.69464 37.74477 -21.78208
N -6.20636 39.00448 -18.34379
H -7.17071 36.47860 -18.74167
H -6.35550 36.15599 -20.23333
H -7.69613 37.38352 -20.00250
H -4.82540 37.64555 -19.04824
H -5.04776 39.80023 -20.67376
H -6.54953 39.33906 -20.99620
H -3.52991 36.95748 -21.04646
H -3.07558 38.54757 -21.38161
H -3.26780 37.51262 -22.75779
H -5.46311 39.57229 -17.96265
H -6.41354 38.39601 -17.56473
C -3.13158 42.78614 -2.88468
C -2.97889 41.47309 -3.68805
C -3.64875 40.27686 -3.05815
O -3.17918 39.18783 -3.85093
C -3.79565 37.96977 -3.42633
N -3.53970 41.78722 -4.96840
H -4.17815 43.09070 -2.87764
H -2.47163 43.59186 -3.20623
H -2.83414 42.63081 -1.84762
H -1.91939 41.24513 -3.80457
H -4.72989 40.28739 -3.19641
H -3.32053 40.14248 -2.02747
H -3.52168 37.17354 -4.11848
H -4.85782 38.21271 -3.39683
H -3.47061 37.67261 -2.42926
H -4.52784 41.99177 -4.92559
H -3.46349 40.92711 -5.49233
C -1.12718 48.63295 -16.75833
C -1.40158 47.27054 -17.37748
C -0.63887 46.04373 -16.78505
O -1.25845 44.84287 -17.43191
C -1.03126 44.68112 -18.78715
N -2.76330 47.07404 -17.26318
H -0.08850 48.94329 -16.87203
H -1.42295 48.64877 -15.70934
H -1.76737 49.37461 -17.23606
H -1.23859 47.50189 -18.43010
H -0.65380 45.96002 -15.69838
H 0.42751 46.08567 -17.00684
H 0.04241 44.57076 -18.93926
H -1.32168 45.55385 -19.37206
H -1.56000 43.79556 -19.13972
H -2.91438 46.76840 -16.31246
H -3.08309 46.29815 -17.82516
C -5.46605 42.47727 -12.39544
C -4.40117 41.27270 -12.54142
C -4.74954 39.98380 -11.69139
O -5.10303 40.34045 -10.33448
C -5.55234 39.26043 -9.49453
N -3.87596 41.00986 -13.79925
H -6.30805 42.32414 -13.07050
H -5.01367 43.37498 -12.81681
H -5.65545 42.71304 -11.34823
H -3.46266 41.64851 -12.13389
H -3.81915 39.41682 -11.65965
H -5.53167 39.44517 -12.22639
H -6.46912 38.80096 -9.86399
H -5.66721 39.72843 -8.51684
H -4.82764 38.45561 -9.37129
H -3.35303 41.78767 -14.17563
H -3.11880 40.34157 -13.78491
C -0.01793 36.37540 -16.63744
C -0.33819 35.89600 -15.26252
C 0.28476 34.51877 -14.85771
O 0.47566 33.53669 -15.86168
C 1.29000 32.47154 -15.52135
N 0.17730 36.94251 -14.36734
H 1.06956 36.36150 -16.71013
H -0.27940 37.39946 -16.90400
H -0.41693 35.59911 -17.29033
H -1.41860 35.88519 -15.11872
H -0.41063 34.08223 -14.14080
H 1.27428 34.64851 -14.41941
H 0.97475 31.57109 -16.04851
H 1.21393 32.09889 -14.49987
H 2.35705 32.64310 -15.66294
H 1.18145 36.97851 -14.46979
H 0.11270 36.55850 -13.43542
C 5.06023 41.57753 -16.94805
C 4.18796 40.37758 -16.46130
C 4.98891 39.51587 -15.48653
O 4.41779 38.18515 -15.35742
C 5.37642 37.13586 -15.05555
N 3.03924 40.90245 -15.74280
H 5.53165 41.31890 -17.89620
H 5.83392 41.83105 -16.22332
H 4.58540 42.54257 -17.12505
H 3.88091 39.75922 -17.30479
H 5.10356 39.93923 -14.48867
H 6.00590 39.49801 -15.87836
H 5.70184 37.12025 -14.01539
H 6.24211 37.25713 -15.70668
H 4.98206 36.12449 -15.15411
H 2.57878 41.49300 -16.42053
H 2.42145 40.13528 -15.51943
C -11.25767 34.34089 -4.39840
C -10.22424 34.83542 -5.43925
C -9.07488 33.86834 -5.88515
O -8.23592 33.75468 -4.78780
C -7.15152 32.84672 -5.04150
N -10.91555 35.48106 -6.56581
H -12.12100 35.00347 -4.33704
H -10.80963 34.45514 -3.41133
H -11.64488 33.32485 -4.47471
H -9.75031 35.73848 -5.05459
H -8.54162 34.35054 -6.70443
H -9.53757 32.95588 -6.26124
H -6.64287 33.11035 -5.96879
H -7.61538 31.86807 -4.91824
H -6.46286 32.89096 -4.19777
H -11.75712 35.00892 -6.86404
H -10.32967 35.41039 -7.38548
C 0.67979 31.55982 -6.81883
C 0.21548 32.15868 -8.18613
C 0.62442 33.60790 -8.44269
O 0.55695 34.39816 -7.25781
C 0.53109 35.78715 -7.50684
N 0.40925 31.17214 -9.24567
H 1.72666 31.26048 -6.76833
H 0.23550 30.59009 -6.59444
H 0.57880 32.19986 -5.94233
H -0.87429 32.14928 -8.20622
H -0.05579 34.18390 -9.07009
H 1.57931 33.71801 -8.95665
H 0.22959 36.33419 -6.61357
H -0.23855 36.04242 -8.23525
H 1.44145 36.32704 -7.76734
H 1.41031 31.19290 -9.37827
H 0.25463 30.28850 -8.78161
C -8.94199 33.25119 -13.53793
C -8.11554 33.66721 -12.29266
C -6.69150 34.07966 -12.74571
O -6.00236 32.99920 -13.40477
C -5.44515 31.91045 -12.57990
N -8.83438 34.84338 -11.78394
H -10.01064 33.29987 -13.32886
H -8.79023 32.26684 -13.98082
H -8.82866 33.94349 -14.37218
H -7.99848 32.89287 -11.53451
H -6.05006 34.50427 -11.97346
H -6.78234 34.83650 -13.52486
H -6.20569 31.35608 -12.03003
H -4.70542 32.19812 -11.83282
H -5.01069 31.26051 -13.33946
H -9.81909 34.65163 -11.90094
H -8.56245 35.69475 -12.25439
C -12.90592 39.70194 -16.56845
C -13.40762 41.12318 -17.20825
C -14.19136 41.81245 -16.03729
C -14.68474 43.29118 -16.30828
C -13.38028 44.11869 -16.72221
C -12.36308 43.44399 -17.68457
N -12.21992 41.91701 -17.53689
O -11.39356 41.36396 -18.45985
C -12.65638 43.87398 -19.16903
C -10.96097 44.04413 -17.30230
C -14.37672 40.84614 -18.37171
H -13.72974 39.00733 -16.40442
H -12.34462 39.82955 -15.64284
H -12.18559 39.13403 -17.15728
H -15.01543 41.22847 -15.62742
H -13.45853 41.93646 -15.24000
H -15.27914 43.66549 -15.47480
H -15.29060 43.41197 -17.20630
H -12.84972 44.51511 -15.85650
H -13.73103 45.04019 -17.18688
H -11.80371 43.56062 -19.77141
H -13.57387 43.43047 -19.55583
H -12.82275 44.94391 -19.29430
H -10.86593 45.12872 -17.25010
H -10.70718 43.72757 -16.29063
H -10.07073 43.67232 -17.80961
H -15.10940 40.10798 -18.04551
H -13.82298 40.46390 -19.22924
H -14.92705 41.72092 -18.71813
H -10.61286 41.11010 -17.96218
C -10.42247 41.68824 -3.92017
C -10.55575 42.90351 -4.80919
C -9.10615 43.46126 -4.80889
C -8.82690 44.51420 -5.91615
C -9.21389 43.96123 -7.25192
C -10.59446 43.35365 -7.37448
N -10.88399 42.50194 -6.19649
O -11.84401 41.60328 -6.40399
C -11.64807 44.47857 -7.51414
C -10.70044 42.44675 -8.70688
C -11.53054 43.91153 -4.25117
H -10.24425 41.89572 -2.86505
H -9.56240 41.12756 -4.28628
H -11.33621 41.09556 -3.96382
H -8.93028 44.00035 -3.87799
H -8.36505 42.66879 -4.91313
H -7.80742 44.89969 -5.90361
H -9.42142 45.38773 -5.64863
H -8.52026 43.13395 -7.40227
H -9.09546 44.67151 -8.07020
H -11.62210 44.97909 -8.48208
H -12.68428 44.16279 -7.39311
H -11.53574 45.23010 -6.73267
H -10.46324 43.00028 -9.61542
H -9.94469 41.66165 -8.73051
H -11.71799 42.07696 -8.83322
H -12.41460 43.85438 -4.88621
H -11.04304 44.86634 -4.44809
H -11.58861 43.90591 -3.16273
H -11.41237 40.77120 -6.61121

Values from the calculation:
Energy relative to the best compared isomer or geometry (same formula, charge and spin) = 119.7 kcal per mole
Orbital gap = 7.75 eV
Structure (SMILES) = CC1(C)CCCC(C)(C)N1O.CC1(C)CCCC(C)(C)N1O.COC[C@H](C)N.COC[C@H](C)N.COC[C@H](C)N.COC[C@H](C)N.COC[C@H](C)N.COC[C@H](C)N.COC[C@H](C)N.COC[C@H](C)N.COC[C@H](C)N
E_LUMO = 0.05 eV


(3)
Below is 2 unconnected molecules or ions with the total composition C2H9ClN2OP2, with properties calculated with wB97M-V/def2-TZVPD.

Cartesian coordinates (Å):
N 0.10692 -1.67081 -1.28592
P -0.30554 -0.18612 -1.54137
P -0.24250 0.81673 0.48066
N -1.71973 0.73803 1.24656
C 0.94343 -0.07779 1.51455
C 1.99297 -0.77155 0.63526
O 2.72458 -0.08986 -0.03140
H -0.66623 -2.31884 -1.38346
H -1.62958 0.16249 -1.80397
H 0.56712 0.65423 -2.21848
H 0.11238 2.17055 0.48114
H -2.51903 0.91356 0.64551
H -1.88603 -0.10596 1.77959
H 1.47885 0.65707 2.11299
H 0.40722 -0.75226 2.17966
H 2.02786 -1.86739 0.65958
Cl -1.39269 1.72792 -3.47091

Values from the calculation:
Orbital gap = 7.81 eV
E_LUMO = -0.17 eV


Largest force on an atom? In order: 0.0449; 0.0920; 0.0085 Eh/bohr.